Entry 1:
ORCA calculation (the ωB97M-V functional and the def2-TZVPD basis) on an isolated molecule of C5H10N2O.

Each line ends with the Mulliken charge.
Geometry (Å):
C 0.0710 0.1943 -0.7716  0.472
C -1.2655 0.5678 -0.3643  -1.030
C 0.2574 -0.4188 1.3003  -0.666
C 0.3064 -1.2816 0.0853  0.540
C 1.1843 -0.7939 -1.1505  -0.634
H 0.9411 1.9963 -1.0035  0.293
H 1.7998 0.7349 -0.2762  0.172
H -1.5441 1.6316 -0.5618  0.316
H -2.1046 0.0249 -0.5471  0.306
H -0.9230 1.4984 1.5923  0.285
H -0.1890 -0.8055 2.2887  0.297
H 1.1436 0.0767 1.6158  0.390
H -1.7045 -1.6683 0.3396  0.390
H 0.6560 -1.4269 -2.0905  0.245
H 2.2430 -0.3138 -1.2677  0.319
N 0.8483 1.4235 -0.1556  -0.672
N -0.8506 0.5275 1.1379  -0.480
O -0.8697 -1.9672 -0.1711  -0.543

Cartesian forces, eV/Å:
C 3.98 1.26 -0.61
C 1.47 3.01 2.60
C -1.94 -0.52 4.31
C 0.23 3.98 0.31
C -5.27 -2.10 -3.70
H 0.22 0.07 0.08
H -2.26 4.34 1.37
H 0.52 -0.73 -0.23
H -2.06 -1.94 -0.75
H 0.89 -2.47 -0.83
H 1.52 -1.09 -1.24
H 1.06 0.19 -0.33
H 2.64 -0.20 -0.83
H 2.55 1.20 2.34
H -2.04 -1.89 0.32
N 4.16 -3.59 -2.57
N -4.63 1.75 -0.25
O -1.03 -1.27 0.04

Properties
Maximum force, eV/A: 6.8
Orbital gap, eV: 8.387
Net charge: 0
HOMO energy, eV: -7.61
SMILES string: N[C@]12CNC[C@]1(O)C2

---

Entry 2:
ORCA calculation (the ωB97M-V functional and the def2-TZVPD basis) on a structure of composition C4H4MgO6.

Each line ends with the Mulliken charge.
Geometry (Å):
O 1.8340 0.9871 -0.3514  -0.391
C 0.8959 1.4575 -1.1185  1.002
O 0.4934 0.8208 -2.1014  -0.723
O 0.0339 2.1093 -0.3808  -0.564
Mg -0.2502 -0.9980 -2.3713  1.315
O -2.7076 -1.4608 0.4669  -0.217
C -1.8096 -1.8027 -0.3102  0.942
C 1.4435 0.3836 0.9092  -0.231
O -2.0644 -2.5441 -1.3030  -0.609
O -0.7247 -1.0359 -0.4352  -0.565
C -0.0699 0.5731 1.0142  -0.278
H 1.9867 0.9136 1.6952  0.319
H 1.7601 -0.6636 0.8702  0.227
H -0.3471 1.4033 1.6760  0.393
H -0.4741 -0.1431 1.7402  0.382

Cartesian forces, eV/Å:
O 4.02 -1.42 -0.47
C -5.01 -1.51 4.86
O 0.85 -0.77 -3.16
O -0.25 -0.21 -1.18
Mg -0.25 0.96 1.49
O -0.81 -0.58 1.50
C 1.31 2.04 -4.11
C -0.71 0.81 -2.13
O 0.30 -0.14 0.94
O -0.12 -0.72 0.24
C 2.00 1.59 5.13
H -0.44 -0.02 0.31
H -0.09 0.28 -0.11
H -0.02 1.04 -1.57
H -0.77 -1.35 -1.77

Properties
2S+1: 2
Maximum force, eV/A: 7.1
Orbital gap (spin up / spin down), eV: 7.549 / 6.619
Net charge: +1
<S²>: 0.759
HOMO energy (spin up / spin down), eV: -14.22 / -14.22

---

Entry 3:
ORCA calculation (the ωB97M-V functional and the def2-TZVPD basis) on an isolated molecule of C6H12N2.

Each line ends with the Mulliken charge.
Geometry (Å):
C 0.7729 -2.0121 0.3430  -0.785
C 1.7477 -0.9148 -1.5320  -0.788
C -0.7914 0.7286 0.0744  0.920
C -2.0799 0.1483 -0.2473  -0.968
C -0.9172 1.9564 0.8776  -0.639
C 0.2265 2.3959 1.4899  -0.650
H -0.0691 -1.6581 1.3013  0.172
H 1.7175 -2.0453 0.9876  0.299
H 0.4709 -2.9408 -0.4205  0.299
H 1.7338 -0.2111 -2.3683  0.338
H 1.6502 -1.7923 -2.3124  0.272
H 2.7567 -1.0372 -0.9003  0.231
H -2.6672 1.2089 -0.1582  0.243
H -2.5496 -0.2118 0.6599  0.328
H -2.2333 -0.5248 -1.1195  0.311
H -1.8338 2.4941 0.9392  0.242
H 0.9778 1.6390 1.3775  0.362
H 0.2008 3.6088 1.7365  0.224
N 0.5047 -1.0289 -0.6561  0.144
N 0.3819 0.1971 -0.0721  -0.555

Cartesian forces, eV/Å:
C -3.63 -1.64 1.70
C 0.37 -3.42 -0.94
C 1.73 -1.96 0.93
C -2.83 2.52 -0.18
C 3.49 0.66 0.99
C -3.27 3.11 -0.97
H 1.99 -1.95 -2.96
H -0.58 0.13 -1.64
H 1.10 1.29 3.34
H -0.10 1.19 1.21
H 0.51 0.59 2.02
H -2.17 0.67 -1.57
H 0.23 -2.74 -1.74
H 0.22 -0.96 0.28
H 0.17 0.81 0.68
H -0.52 0.38 -0.31
H 1.28 0.63 0.40
H 0.70 -3.74 0.07
N 2.12 0.95 -2.35
N -0.82 3.47 1.05

Properties
Maximum force, eV/A: 4.6
Orbital gap, eV: 8.754
Net charge: 0
HOMO energy, eV: -8.15
SMILES string: C=C/C(C)=N/N(C)C

---

Entry 4:
ORCA calculation (the ωB97M-V functional and the def2-TZVPD basis) on a structure of composition C47H64CoN6P2S3Si2Te.

Each line ends with the Mulliken charge.
Geometry (Å):
Co 0.2614 -0.9843 -0.0825  -0.496
C 1.1821 -2.6784 -3.7702  -1.716
C 1.0711 -1.8028 -2.5649  0.955
N 0.5144 -2.2325 -1.4227  1.530
N -0.0125 -3.4856 -1.3597  -0.682
C -0.6972 -3.8510 -0.2765  0.465
N -1.1619 -5.1109 -0.1464  -0.433
S -0.9035 -2.7026 0.9548  -0.366
C 1.4713 -0.4539 -2.5015  0.152
C 2.2080 0.2314 -3.4920  -1.162
C 2.5106 1.5562 -3.3308  -1.363
C 2.0524 2.2218 -2.1838  -1.269
C 1.3494 1.5068 -1.2441  -0.329
N 1.0817 0.2009 -1.3480  2.303
H 0.1890 -2.9805 -4.1082  0.302
H 1.7728 -3.5731 -3.5640  0.335
H 1.6545 -2.1501 -4.5904  0.505
H 0.0785 -4.0955 -2.1666  0.340
H -1.2406 -5.7184 -0.9465  0.209
H -1.7970 -5.2887 0.6134  0.250
H 2.5296 -0.2967 -4.3742  0.494
H 3.0794 2.0886 -4.0755  0.528
H 2.2322 3.2745 -2.0417  0.692
H 0.9680 2.0210 -0.3707  -0.032
C -6.1088 4.9899 2.6077  -0.595
S -6.9761 3.8271 1.5263  -0.101
C -5.6009 3.0525 0.6133  -0.354
C -4.7975 2.1103 1.4973  -0.480
C -3.8245 1.2078 0.7298  -0.559
N -2.5416 1.7801 0.3456  1.089
P -1.3373 2.6618 1.1741  -0.276
C -2.1126 3.5969 2.5395  0.268
C -2.5453 4.8774 2.1926  -0.172
C -2.9833 5.7530 3.1671  -0.930
C -2.9811 5.3616 4.4979  -0.602
C -2.5593 4.0879 4.8455  -0.782
C -2.1222 3.2040 3.8737  0.437
C -0.4471 1.3685 2.1778  -1.150
C -0.6871 -0.8451 3.6910  -1.414
C 0.5313 -0.9752 4.5267  -1.282
C 1.7036 -0.0621 4.2527  0.640
C 2.3110 -0.2448 2.8589  -1.231
C 0.8967 1.7725 2.8547  -0.128
P -1.8330 1.8297 -1.2524  -0.060
C -2.9354 3.0354 -2.0787  0.933
C -4.1420 2.7173 -2.6894  -0.270
C -4.9143 3.7266 -3.2385  -0.708
C -4.4841 5.0432 -3.1895  -0.590
C -3.2715 5.3614 -2.5974  -0.735
C -2.4988 4.3570 -2.0440  -0.633
C -2.2648 0.2620 -2.0727  0.769
C -2.6275 -0.9182 -1.4322  -0.307
C -2.7868 -2.0811 -2.1699  -0.639
C -2.5548 -2.0882 -3.5349  -0.812
C -2.1552 -0.9229 -4.1721  -1.020
C -2.0033 0.2390 -3.4430  -0.990
H -6.8632 5.5038 3.1959  0.425
H -5.5602 5.7051 2.0023  0.185
H -5.4344 4.4475 3.2635  0.073
H -4.9848 3.8356 0.1724  0.004
H -6.1012 2.4952 -0.1788  0.338
H -5.4919 1.4510 2.0250  0.500
H -4.2447 2.6742 2.2457  -0.077
H -4.3086 0.8701 -0.1915  0.579
H -3.6634 0.3300 1.3687  0.024
H -2.5227 5.1717 1.1498  0.378
H -3.2989 6.7494 2.8977  0.506
H -3.2974 6.0510 5.2659  0.423
H -2.5522 3.7944 5.8839  0.492
H -1.7856 2.2178 4.1547  0.051
H -1.3098 -1.7345 3.6328  0.951
H 0.7425 -1.9543 4.9485  0.758
H 2.4458 -0.2085 5.0408  0.815
H 3.3521 0.0808 2.8822  1.078
H 1.1452 2.8154 2.6470  0.753
H -4.4664 1.6880 -2.7525  0.438
H -5.8519 3.4823 -3.7151  0.444
H -5.0923 5.8241 -3.6187  0.438
H -2.9260 6.3853 -2.5825  0.459
H -1.5407 4.5844 -1.5925  0.329
H -2.8274 -0.9315 -0.3713  0.421
H -3.1065 -2.9856 -1.6731  0.585
H -2.6944 -2.9932 -4.1094  0.492
H -1.9641 -0.9224 -5.2354  0.474
H -1.6871 1.1508 -3.9327  0.575
S -0.8179 -0.0523 5.3220  -0.240
C 1.1648 1.3443 4.2339  -1.998
C 1.5235 0.6864 1.9729  -0.040
N 0.2084 0.2231 1.4412  1.617
C -0.8274 -0.0207 2.4571  -1.082
H 1.3325 2.0351 5.0356  0.394
H 2.1153 1.0547 1.1378  -0.243
H -1.7525 -0.2889 1.9475  1.355
C 3.8740 -5.9861 3.9933  -1.163
Si 2.9014 -4.3832 4.2996  0.269
C 2.9402 -3.8034 6.1123  -1.101
C 1.1191 -4.6035 3.6341  -0.800
C 3.7442 -3.0036 3.2243  -1.124
Te 2.3310 -2.1292 1.8713  0.416
C 3.7515 -1.5187 0.3951  0.313
Si 5.2822 -0.3285 0.6879  0.209
C 6.2335 -0.5344 -0.9419  -1.205
C 6.3346 -0.8573 2.1832  -1.155
C 4.7331 1.4941 0.8440  -0.864
H 3.4274 -6.8154 4.5329  0.353
H 4.9016 -5.8954 4.3331  0.346
H 3.9008 -6.2594 2.9413  0.349
H 2.3439 -4.4636 6.7351  0.404
H 2.5688 -2.7917 6.2570  0.331
H 3.9523 -3.8355 6.5053  0.366
H 0.4927 -5.1307 4.3473  0.542
H 1.1300 -5.1950 2.7207  0.206
H 0.6243 -3.6583 3.3984  0.019
H 4.5234 -3.4376 2.6036  0.605
H 4.1916 -2.2190 3.8285  0.439
H 3.1531 -1.1036 -0.4200  -1.106
H 4.1396 -2.4726 0.0290  0.885
H 6.5924 -1.5492 -1.0801  0.358
H 7.1019 0.1156 -0.9582  0.381
H 5.6245 -0.2763 -1.8032  0.323
H 6.5056 -1.9289 2.2231  0.344
H 5.9131 -0.5497 3.1361  0.328
H 7.3098 -0.3859 2.1046  0.419
H 5.5935 2.1286 0.6499  0.600
H 4.3717 1.7661 1.8318  0.349
H 3.9724 1.7699 0.1167  0.159

Cartesian forces, eV/Å:
Co -0.75 -0.32 0.13
C 0.06 0.12 0.07
C -1.38 -2.70 1.46
N 0.78 1.42 -1.94
N 0.36 -0.85 -0.95
C -0.32 0.18 1.19
N 0.20 0.65 -0.57
S -0.22 -0.22 -0.16
C 0.69 2.79 0.52
C -0.63 -1.15 0.40
C -0.20 0.87 0.78
C 0.39 -0.38 -0.96
C -0.20 -0.07 0.34
N 0.78 -0.48 -0.95
H -0.04 0.00 -0.02
H 0.05 -0.03 0.00
H 0.01 -0.06 -0.07
H -0.01 0.12 0.15
H 0.07 -0.09 -0.02
H 0.01 0.02 0.10
H 0.04 -0.04 -0.11
H 0.06 0.03 -0.12
H 0.02 0.10 0.05
H -0.01 -0.15 0.02
C 0.00 -0.45 -0.37
S -0.13 0.01 -0.16
C -0.26 0.20 0.61
C 0.14 -0.03 -0.29
C -0.40 -0.07 0.38
N 1.40 0.31 -0.66
P -0.36 -0.31 1.20
C 0.35 0.01 -0.30
C 0.09 -0.11 0.03
C 0.09 0.11 0.04
C 0.03 -0.02 -0.03
C 0.00 0.05 0.14
C -0.02 0.06 -0.16
C -0.60 0.98 0.17
C -0.11 -0.12 0.33
C -0.20 0.08 0.30
C -0.11 -0.21 0.33
C 0.00 0.26 -0.09
C -0.37 0.22 -0.14
P -1.10 0.12 -0.18
C 0.30 -0.45 -0.08
C 0.05 0.13 -0.01
C -0.13 -0.06 -0.06
C -0.02 0.06 0.02
C -0.04 0.10 0.00
C 0.03 -0.05 0.00
C 0.10 0.14 0.17
C -0.13 0.21 -0.07
C 0.01 -0.13 -0.07
C -0.01 -0.16 0.04
C 0.13 0.01 -0.11
C -0.03 0.03 0.04
H -0.04 0.02 0.02
H 0.05 0.14 0.05
H 0.04 0.12 0.14
H 0.09 -0.01 -0.18
H 0.07 0.04 -0.13
H 0.00 0.06 -0.02
H -0.19 -0.08 0.09
H 0.01 -0.09 0.09
H 0.05 -0.08 -0.17
H 0.00 0.13 -0.03
H -0.07 0.08 -0.03
H -0.05 0.06 0.05
H -0.03 -0.07 0.11
H 0.04 -0.10 0.07
H 0.17 0.01 0.07
H -0.09 0.02 -0.05
H 0.00 0.01 -0.03
H 0.04 -0.16 -0.10
H 0.08 -0.10 -0.05
H -0.07 -0.08 0.01
H -0.09 0.01 -0.03
H -0.06 0.07 -0.07
H 0.00 0.05 0.01
H 0.05 0.07 0.03
H 0.00 0.01 0.04
H -0.08 -0.11 0.07
H -0.06 -0.08 -0.03
H -0.02 0.01 -0.10
H 0.00 0.07 -0.12
S -0.45 -0.68 0.25
C 0.85 0.22 -0.23
C 0.27 0.34 -0.03
N 0.47 -0.72 -0.80
C -0.31 0.41 0.33
H -0.05 0.10 0.24
H -0.12 -0.06 0.01
H 0.23 0.08 -0.10
C -0.35 0.63 0.27
Si 0.10 -0.14 0.01
C -0.04 -0.35 -0.70
C 0.57 0.18 0.33
C -0.49 -0.41 0.22
Te 1.23 0.14 -0.06
C 0.33 0.33 0.21
Si -0.02 -0.08 -0.14
C -0.30 0.05 0.62
C -0.45 0.20 -0.58
C 0.14 -0.68 0.01
H -0.10 -0.15 0.12
H 0.17 0.06 0.09
H -0.08 0.06 -0.18
H -0.14 -0.12 0.09
H -0.09 0.15 -0.08
H 0.22 0.01 -0.02
H -0.06 -0.10 0.19
H 0.04 -0.06 -0.19
H -0.12 -0.11 0.12
H 0.10 -0.06 -0.12
H 0.02 0.13 0.00
H -0.05 0.00 0.07
H 0.10 -0.06 0.01
H 0.03 -0.23 0.02
H 0.18 0.17 0.05
H -0.20 0.06 -0.12
H -0.01 -0.17 -0.08
H -0.14 0.07 0.13
H 0.17 0.14 -0.05
H 0.21 0.06 -0.05
H -0.07 -0.01 0.18
H -0.08 -0.05 -0.16

Properties
2S+1: 2
Maximum force, eV/A: 3.4
Orbital gap (spin up / spin down), eV: 5.419 / 5.395
Net charge: +2
<S²>: 0.839
HOMO energy (spin up / spin down), eV: -11.40 / -11.41

---

Entry 5:
ORCA calculation (the ωB97M-V functional and the def2-TZVPD basis) on a structure of composition C6H3CuFO8.

Each line ends with the Mulliken charge.
Geometry (Å):
C -1.4526 2.0296 0.4819  0.542
C -0.6501 1.1553 1.3685  0.089
O -1.3755 0.4132 2.2533  -0.352
C -2.4377 -0.4085 1.6999  0.645
O -2.4693 -0.4289 0.4599  -0.669
O -3.1770 -0.8726 2.5558  -0.659
O -1.0940 2.5141 -0.5644  -0.457
F -2.5971 2.4591 0.9953  -0.188
H 0.0854 1.7740 1.9009  0.417
O 1.8064 0.6630 -2.0944  -0.525
C 1.8784 -0.4237 -1.5683  0.709
C 1.3035 -0.9379 -0.3347  -0.075
O 1.1895 -2.2878 -0.5376  -0.309
C 1.9156 -2.6504 -1.6208  0.605
O 2.2596 -3.7496 -1.8895  -0.424
O 2.3473 -1.5157 -2.2415  -0.267
Cu 0.5307 2.6407 -2.1679  0.788
H 1.7338 -0.6808 0.6454  0.419
H 0.2030 0.3068 0.6580  -0.287

Cartesian forces, eV/Å:
C -0.33 0.14 -0.61
C 1.99 -3.11 -0.51
O 1.04 0.77 0.41
C -1.93 -0.45 0.11
O 0.75 0.44 -0.40
O 0.90 0.15 -0.27
O 0.65 0.23 -0.90
F 0.57 -0.36 -0.15
H -0.26 0.04 0.06
O 0.40 0.60 0.13
C -1.22 0.20 -0.42
C 1.14 -0.31 0.74
O -0.28 -0.16 0.66
C 1.00 -1.05 0.49
O -0.65 0.71 -0.19
O 0.01 0.61 -0.87
Cu -0.45 -1.03 1.08
H -0.52 -0.05 -0.49
H -2.81 2.62 1.14

Properties
2S+1: 2
Maximum force, eV/A: 4.0
Orbital gap (spin up / spin down), eV: 5.445 / 5.080
Net charge: 0
<S²>: 0.759
HOMO energy (spin up / spin down), eV: -8.21 / -8.21